Record 1
Entry from the Open Molecules 2025 dataset: a gas-phase ion, C4H6N3 (charge +1) in a non-equilibrium geometry (wB97M-V/def2-TZVPD).

Molecular weight in g mol⁻¹: 96.11
Max |F| in Eh/bohr: 0.0928
Electronic energy in eV: -8702.659
Lowest unoccupied orbital energy (spin up / spin down) in eV: -6.2 / -6.7

Structure (ORCA input):
```
! wB97M-V def2-TZVPD RIJCOSX def2/J DEFGRID3
* xyz 1 1
C 2.537 -0.034 -0.170
C 1.236 -0.432 -0.272
C -1.029 -0.772 0.173
C -1.151 0.813 0.014
N 3.587 0.412 0.064
N 0.291 -1.190 -0.191
N 0.018 1.424 0.464
H -1.002 -1.039 1.172
H -1.817 -1.133 -0.478
H -1.487 0.973 -1.046
H -1.880 0.995 0.770
H 0.324 -2.152 -0.295
H 0.374 2.134 -0.205
*
```

Record 2
Entry from the Open Molecules 2025 dataset: a gas-phase ion, C4H6N3 (charge +1) in a non-equilibrium geometry (wB97M-V/def2-TZVPD).

Molecular weight in g mol⁻¹: 96.11
Max |F| in Eh/bohr: 0.1269
SMILES: C=N/C=C/[N+]#CN
Electronic energy in eV: -8705.145
Lowest unoccupied orbital energy in eV: -4.5

Structure (ORCA input):
```
! wB97M-V def2-TZVPD RIJCOSX def2/J DEFGRID3
* xyz 1 1
C 1.145 2.932 -1.288
N 0.617 1.810 -1.381
C 0.195 0.624 -1.174
C 0.054 0.095 0.147
N -0.444 -1.087 0.477
C -1.019 -1.826 1.175
N -1.338 -3.138 1.674
H 2.255 2.974 -1.075
H 0.566 3.774 -1.535
H -0.031 0.156 -2.062
H 0.548 0.653 0.904
H -0.645 -3.795 1.668
H -1.904 -3.174 2.468
*
```

Record 3
Entry from the Open Molecules 2025 dataset: a gas-phase ion, C4H6N3O2 (charge +1) in a non-equilibrium geometry (wB97M-V/def2-TZVPD).

Molecular weight in g mol⁻¹: 128.11
Max |F| in Eh/bohr: 0.0944
SMILES: CO[N+](=O)c1cnc[nH]1
Electronic energy in eV: -12798.917
Lowest unoccupied orbital energy (spin up / spin down) in eV: -6.3 / -6.3

Structure (ORCA input):
```
! wB97M-V def2-TZVPD RIJCOSX def2/J DEFGRID3
* xyz 1 1
C -2.512 -0.375 0.016
O -1.103 -0.625 0.090
N -0.328 0.405 0.084
O -0.687 1.538 0.040
C 1.261 0.079 0.094
C 1.901 -1.148 0.094
N 3.213 -0.905 0.088
C 3.375 0.400 0.088
N 2.198 1.061 0.089
H -2.724 0.693 0.109
H -2.987 -0.931 0.824
H -2.871 -0.747 -0.945
H 1.488 -2.138 0.099
H 4.327 0.890 0.076
H 2.042 2.059 0.107
*
```

Record 4
Entry from the Open Molecules 2025 dataset: 2 unconnected molecules or ions with the total composition C4H6N3O3PS in a non-equilibrium geometry (wB97M-V/def2-TZVPD).

Molecular weight in g mol⁻¹: 207.15
Max |F| in Eh/bohr: 0.0872
Electronic energy in eV: -34980.262
Lowest unoccupied orbital energy (spin up / spin down) in eV: -1.5 / -1.5

Structure (ORCA input):
```
! wB97M-V def2-TZVPD RIJCOSX def2/J DEFGRID3
* xyz 0 1
C 2.983 -0.622 -0.643
C 2.244 0.550 -0.599
C 1.383 -1.745 0.533
C 0.593 -0.580 0.653
N 2.494 -1.739 -0.151
N 0.998 0.571 -0.057
N -0.353 -0.389 1.447
O -3.911 0.423 0.697
O -4.942 -0.549 -1.217
O -1.490 1.573 -0.618
P -0.195 1.984 0.261
S -5.113 0.057 0.101
H 3.910 -0.674 -1.262
H 2.662 1.421 -0.856
H 1.113 -2.806 0.787
H -0.655 -1.145 2.039
H -2.002 0.950 -0.196
H 0.279 2.721 -0.918
*
```

Record 5
Entry from the Open Molecules 2025 dataset: C4H6N4 in the gas phase in a non-equilibrium geometry (wB97M-V/def2-TZVPD).

Molecular weight in g mol⁻¹: 110.12
Max |F| in Eh/bohr: 0.0648
SMILES: [H]/N=C1/NN=C[C@@H]2N[C@@H]12
Electronic energy in eV: -10200.762
Lowest unoccupied orbital energy in eV: 0.8

Structure (ORCA input):
```
! wB97M-V def2-TZVPD RIJCOSX def2/J DEFGRID3
* xyz 0 1
H -2.690 1.104 -0.530
N -2.475 0.080 -0.418
C -1.321 -0.075 0.166
N -0.690 -1.347 0.096
N 0.613 -1.682 0.045
C 1.601 -0.877 -0.210
C 0.945 0.457 -0.535
N 0.714 1.788 -0.066
C -0.115 0.780 0.559
H -1.197 -2.110 0.566
H 2.594 -1.288 -0.392
H 0.439 0.337 -1.472
H 1.318 2.257 0.618
H 0.263 0.575 1.573
*
```

Record 6
Entry from the Open Molecules 2025 dataset: C4H6N4 in the gas phase in a non-equilibrium geometry (wB97M-V/def2-TZVPD).

Molecular weight in g mol⁻¹: 110.12
Max |F| in Eh/bohr: 0.0629
Electronic energy in eV: -10200.108
Lowest unoccupied orbital energy (spin up / spin down) in eV: -0.4 / -1.6

Structure (ORCA input):
```
! wB97M-V def2-TZVPD RIJCOSX def2/J DEFGRID3
* xyz 0 1
C 1.410 -0.632 0.528
C 1.035 0.829 0.255
C -0.894 -0.606 -0.351
C -0.438 0.875 -0.144
N -0.055 -1.142 -1.418
N 0.385 -1.400 -0.224
N -2.042 -1.026 0.195
N -1.124 1.921 -0.187
H -2.683 -1.412 -0.499
H -2.090 1.743 -0.457
H 1.292 -0.905 1.575
H 2.399 -0.921 0.176
H 1.618 1.220 -0.581
H 1.188 1.456 1.131
*
```